## A
C18H56N5O6 | ωB97M-V/def2-TZVPD

Total charge: +1
Kohn-Sham gap: 9.505 eV
E_LUMO: -1.9 eV

Geometry as XYZ:
```
85
Properties=species:S:1:pos:R:3:mulliken_charge:R:1
N 1.463 -0.892 0.637 0.228
H 2.266 -1.316 0.222 0.433
H 1.496 0.193 1.050 0.319
H 0.944 -1.491 1.272 0.097
H 0.908 -0.893 -0.207 -0.251
C 1.613 -4.221 -2.179 -0.984
C 3.062 -3.740 -1.791 1.138
C 3.434 -4.390 -0.415 -1.413
O 2.705 -3.560 0.520 -0.237
C 2.815 -4.143 1.869 -0.695
N 3.967 -4.164 -2.830 -0.629
H 1.483 -5.229 -2.642 0.418
H 1.162 -3.466 -3.023 0.214
H 0.832 -4.119 -1.397 0.093
H 3.203 -2.504 -1.780 -0.224
H 4.306 -4.120 -0.090 0.780
H 3.231 -5.422 -0.326 0.321
H 2.753 -3.299 2.629 0.191
H 3.752 -4.706 1.679 0.427
H 1.991 -4.834 2.018 0.178
H 3.612 -5.060 -3.194 0.270
H 4.893 -4.043 -2.513 0.248
C 2.266 3.236 -1.238 -1.853
C 0.761 2.966 -0.807 1.325
C 0.053 4.314 -0.758 -0.396
O 0.811 5.067 0.128 -0.273
C -0.022 6.004 0.799 -0.636
N 0.179 2.104 -1.817 -0.110
H 2.924 3.809 -0.459 0.324
H 2.361 3.866 -1.902 0.758
H 2.826 2.303 -1.381 0.338
H 0.698 2.455 0.183 -0.948
H -1.052 4.166 -0.409 0.331
H 0.268 4.720 -1.806 0.287
H 0.647 6.801 1.413 0.234
H -0.689 5.523 1.464 0.142
H -0.686 6.707 0.177 0.306
H 0.060 2.491 -2.800 0.296
H -0.733 2.067 -1.564 -0.270
C -1.768 0.326 2.581 -2.585
C -1.134 1.666 2.423 1.605
C -1.830 2.705 3.384 -1.455
O -3.243 2.819 3.074 -0.328
C -3.853 3.890 3.737 -1.107
N 0.278 1.502 2.733 -0.568
H -1.531 -0.542 1.949 0.112
H -2.726 0.476 2.206 0.641
H -1.856 0.122 3.484 1.015
H -1.385 2.144 1.522 -0.112
H -1.329 3.580 3.480 0.603
H -1.835 2.546 4.467 0.584
H -3.640 3.631 4.853 0.305
H -4.751 3.820 3.804 0.485
H -3.491 4.746 3.570 0.404
H 0.166 1.058 3.507 0.284
H 0.782 2.356 3.009 0.231
C -2.591 -2.204 -3.010 -1.302
C -1.730 -1.470 -1.973 0.163
C -2.416 -0.336 -1.220 0.291
O -2.716 0.617 -2.305 -0.372
C -3.612 1.637 -1.866 -0.763
N -1.279 -2.378 -0.857 -0.283
H -2.689 -1.303 -3.739 0.254
H -3.553 -2.366 -2.371 0.302
H -2.218 -3.064 -3.453 0.489
H -0.855 -1.023 -2.440 -0.066
H -1.885 -0.045 -0.463 -0.222
H -3.475 -0.858 -0.850 0.390
H -3.648 2.509 -2.691 0.218
H -3.169 2.218 -0.991 0.138
H -4.580 1.407 -1.730 0.456
H -0.634 -3.141 -1.366 -0.082
H -2.152 -3.047 -0.578 0.364
C 2.034 0.103 -3.765 -0.919
O 1.734 -0.111 -2.419 -0.129
H 2.848 0.706 -3.936 0.278
H 1.007 0.314 -4.055 0.385
H 2.343 -0.757 -4.293 0.301
H 1.086 0.596 -2.202 0.234
C -0.416 -3.238 3.080 -0.025
O 0.439 -2.197 3.573 -0.492
H 0.211 -4.281 3.197 0.148
H -0.429 -2.934 2.145 -0.241
H -1.452 -3.129 3.666 0.315
H 0.377 -2.210 4.412 0.281
```


## B
C18H56N5O6 | ωB97M-V/def2-TZVPD

Total charge: +1
Kohn-Sham gap: 9.884 eV
E_LUMO: -1.9 eV

Geometry as XYZ:
```
85
Properties=species:S:1:pos:R:3:mulliken_charge:R:1
N 0.247 0.167 0.567 0.230
H 0.242 1.118 1.041 0.180
H 0.569 -0.558 1.087 0.373
H 0.753 0.282 -0.337 -0.165
H -0.755 -0.265 0.314 0.141
C 3.796 1.357 0.016 -1.355
C 3.550 0.648 -1.361 0.631
C 4.830 0.090 -1.944 -1.358
O 4.563 -0.369 -3.298 -0.342
C 5.728 -0.397 -4.125 -0.923
N 2.756 -0.539 -1.260 -0.566
H 4.475 2.255 0.031 0.341
H 3.833 0.774 0.872 0.382
H 2.763 1.801 0.072 0.135
H 3.145 1.383 -2.102 0.236
H 5.513 -0.419 -1.333 0.563
H 5.428 0.858 -2.181 0.711
H 6.415 -1.124 -3.755 0.349
H 6.118 0.508 -4.402 0.393
H 5.434 -0.642 -5.234 0.240
H 3.262 -1.238 -0.620 0.305
H 2.791 -1.016 -2.338 0.332
C -2.618 0.237 -2.766 -1.157
C -1.592 -0.620 -3.407 0.385
C -0.857 0.157 -4.563 -0.986
O -1.897 0.431 -5.590 -0.345
C -1.725 1.621 -6.355 -0.882
N -0.572 -0.990 -2.493 -0.194
H -2.071 1.250 -2.540 -0.022
H -2.959 -0.111 -1.855 0.425
H -3.429 0.534 -3.406 0.396
H -2.086 -1.448 -3.872 0.324
H -0.069 -0.386 -4.983 0.601
H -0.159 0.907 -4.115 0.317
H -2.460 1.584 -7.115 0.306
H -0.946 1.769 -6.803 0.500
H -1.875 2.639 -5.551 0.168
H 0.314 -1.205 -2.953 0.091
H -0.858 -1.805 -1.998 0.110
C 1.181 3.605 3.753 -1.281
C -0.118 2.902 3.917 0.295
C -1.322 3.542 3.155 -1.146
O -2.520 2.740 3.280 -0.326
C -3.594 3.271 2.552 -0.756
N -0.036 1.549 3.436 -0.378
H 0.981 4.710 4.017 0.325
H 1.424 3.523 2.686 0.233
H 1.982 3.226 4.368 0.366
H -0.561 3.050 5.052 0.257
H -0.939 3.687 2.154 0.269
H -1.417 4.487 3.475 0.793
H -3.583 3.023 1.457 0.206
H -3.898 4.319 2.546 0.370
H -4.452 2.645 2.977 0.254
H -1.095 1.438 3.356 0.285
H 0.369 0.990 4.224 0.261
C 0.596 -3.790 2.789 -1.427
C 0.074 -4.289 1.457 0.197
C -1.150 -5.122 1.755 -0.769
O -2.144 -4.350 2.248 -0.314
C -2.934 -4.962 3.213 -0.920
N -0.307 -3.206 0.718 -0.353
H 1.291 -3.020 2.804 0.370
H 1.119 -4.421 3.302 0.544
H -0.386 -3.348 3.284 0.081
H 0.849 -4.868 0.973 0.471
H -0.781 -6.024 2.345 0.402
H -1.565 -5.606 0.736 0.267
H -3.750 -4.274 3.250 0.255
H -2.256 -5.147 4.043 0.439
H -3.543 -5.800 2.756 0.296
H -1.370 -3.043 1.056 0.271
H -0.285 -3.448 -0.245 0.164
C 0.171 2.923 -1.725 -0.491
O -0.715 2.778 -0.805 -0.399
H 1.112 3.241 -1.328 0.230
H -0.092 3.642 -2.384 0.645
H 0.527 1.828 -2.227 -0.248
H -1.422 3.295 -0.957 0.273
C -2.302 -0.927 3.092 -0.116
O -2.677 -0.272 1.979 -0.296
H -2.808 -0.550 4.184 0.204
H -1.133 -0.885 3.192 0.086
H -2.511 -1.857 3.012 0.010
H -3.610 -0.439 1.733 0.233
```


Short version: B is the most stable of them.


## A
C2H2Br2O | ωB97M-V/def2-TZVPD

Kohn-Sham gap (alpha / beta): 7.992 / 7.987 eV
E_LUMO (alpha / beta): -0.9 / -0.9 eV

Geometry as XYZ:
```
7
Properties=species:S:1:pos:R:3:mulliken_charge:R:1
C 0.227 0.508 -1.507 0.117
C 0.197 -1.077 1.982 -0.259
O -0.226 0.789 -0.444 -0.285
Br 0.221 1.725 -2.992 -0.144
Br -1.581 -0.639 2.101 0.048
H 0.432 -0.469 -1.963 0.327
H 0.730 -0.836 2.823 0.196
```


## B
C2H2Br2O | ωB97M-V/def2-TZVPD

Kohn-Sham gap: 10.013 eV
E_LUMO: -0.6 eV

Geometry as XYZ:
```
7
Properties=species:S:1:pos:R:3:mulliken_charge:R:1
C 0.427 -0.789 0.106 -0.040
C -0.094 0.501 -0.338 -0.100
O 0.602 -1.747 -0.575 -0.413
Br -2.058 0.014 0.128 -0.054
Br 0.449 1.917 0.888 -0.045
H 0.651 -0.688 1.254 0.258
H 0.024 0.792 -1.463 0.394
```


Short version: B is the most stable of them.


## A
C2H3Cl2NO | ωB97M-V/def2-TZVPD

Kohn-Sham gap: 10.778 eV
E_LUMO: 0.7 eV

Geometry as XYZ:
```
9
Properties=species:S:1:pos:R:3:mulliken_charge:R:1
C 0.723 -2.404 1.027 0.110
C -0.130 1.290 -0.390 0.011
N 0.202 -0.032 -0.392 -0.382
O 0.275 -3.380 1.294 -0.104
Cl -0.971 2.074 -1.869 -0.207
Cl -1.491 1.373 0.909 -0.238
H 0.660 2.018 -0.050 0.338
H -0.464 -0.723 -0.217 0.230
H 1.196 -0.217 -0.311 0.242
```


## B
C2H3Cl2NO | ωB97M-V/def2-TZVPD

Kohn-Sham gap (alpha / beta): 4.877 / 4.848 eV
E_LUMO (alpha / beta): -4.1 / -4.1 eV

Geometry as XYZ:
```
9
Properties=species:S:1:pos:R:3:mulliken_charge:R:1
C 0.223 0.237 -0.424 -0.987
C 1.344 1.066 -0.178 0.475
N 2.555 0.698 0.003 0.387
O 3.715 0.781 0.142 -0.336
Cl 5.793 -1.160 0.051 -0.399
Cl 0.741 2.822 0.195 -0.155
H 0.433 -0.791 -0.695 0.339
H -0.460 0.779 -1.067 0.321
H -0.293 0.059 0.423 0.356
```


Short version: A is the most stable of them.


## A
C3H4Cl2 | ωB97M-V/def2-TZVPD

Kohn-Sham gap: 8.216 eV
E_LUMO: -0.7 eV

Geometry as XYZ:
```
9
Properties=species:S:1:pos:R:3:mulliken_charge:R:1
C -0.130 0.789 0.399 -0.487
C -0.310 -0.278 -0.406 -0.424
C 2.920 -0.045 -0.519 0.081
Cl 3.395 -1.545 -0.361 0.004
Cl 3.753 1.086 0.522 -0.093
H 0.088 0.537 1.448 0.236
H -0.224 1.843 0.145 0.236
H -0.339 0.024 -1.530 0.182
H -0.467 -1.349 -0.074 0.265
```


## B
C3H4Cl2 | ωB97M-V/def2-TZVPD

Kohn-Sham gap (alpha / beta): 8.648 / 8.190 eV
E_LUMO (alpha / beta): -0.5 / -0.3 eV

Geometry as XYZ:
```
9
Properties=species:S:1:pos:R:3:mulliken_charge:R:1
C -1.180 -0.052 0.700 -0.751
C -0.155 -0.598 -0.367 -0.465
C 1.193 0.186 -0.359 0.226
Cl 0.986 1.594 -1.327 -0.156
Cl 2.189 0.454 1.040 -0.139
H -1.364 0.916 0.288 0.321
H -1.147 -0.320 1.736 0.365
H -0.018 -1.699 -0.257 0.310
H -0.503 -0.482 -1.453 0.289
```


Short version: B is the most stable of them.


## A
C23H27ClN4O | ωB97M-V/def2-TZVPD

Kohn-Sham gap: 8.648 eV
E_LUMO: 0.3 eV
SMILES string: C=C(C)CNC(=O)[C@@H](c1cccn2ccnc12)N(CC(C)C)c1ccc(Cl)cc1

Geometry as XYZ:
```
56
Properties=species:S:1:pos:R:3:mulliken_charge:R:1
C 1.465 -3.403 3.954 -1.140
C 1.633 -2.936 2.724 0.804
C 2.874 -2.202 2.297 -0.909
C 0.586 -3.148 1.663 -0.851
N 0.182 -1.876 1.092 0.456
C -0.875 -1.794 0.274 -0.948
O -1.502 -2.770 -0.114 -0.746
C -1.280 -0.409 -0.261 0.307
C -1.473 0.758 0.696 0.593
C -2.632 1.476 0.606 -0.283
C -2.849 2.673 1.342 -0.929
C -1.883 3.144 2.159 -0.374
N -0.718 2.435 2.279 -0.007
C 0.397 2.694 3.044 -0.837
C 1.244 1.649 2.812 -0.640
N 0.706 0.763 1.932 -0.149
C -0.482 1.246 1.604 -0.017
N -0.459 -0.056 -1.443 0.760
C -1.243 0.572 -2.505 -1.352
C -2.068 -0.437 -3.302 1.126
C -1.167 -1.451 -3.995 -1.566
C -2.944 0.309 -4.305 -1.640
C 0.797 0.561 -1.165 -0.540
C 0.930 1.946 -1.085 0.269
C 2.143 2.523 -0.744 -1.071
C 3.230 1.704 -0.486 0.352
Cl 4.747 2.419 -0.021 -0.247
C 3.130 0.328 -0.601 -1.034
C 1.915 -0.237 -0.952 0.126
H 0.558 -3.923 4.239 0.289
H 2.230 -3.285 4.710 0.286
H 2.649 -1.170 2.013 0.040
H 3.613 -2.182 3.097 0.431
H 3.322 -2.682 1.422 0.237
H 0.981 -3.792 0.869 0.351
H -0.285 -3.658 2.078 0.408
H 0.588 -1.015 1.451 0.219
H -2.270 -0.624 -0.657 0.947
H -3.413 1.128 -0.059 0.464
H -3.776 3.217 1.243 0.415
H -1.957 4.052 2.738 0.404
H 0.469 3.566 3.668 0.459
H 2.223 1.493 3.235 0.541
H -1.900 1.368 -2.119 0.167
H -0.538 1.051 -3.189 0.786
H -2.724 -0.985 -2.617 0.204
H -0.511 -0.950 -4.714 0.316
H -0.544 -1.976 -3.271 0.255
H -1.759 -2.190 -4.536 0.460
H -2.328 0.875 -5.009 0.338
H -3.552 -0.387 -4.883 0.426
H -3.617 1.012 -3.809 0.383
H 0.072 2.582 -1.266 0.357
H 2.246 3.596 -0.666 0.444
H 3.999 -0.291 -0.421 0.440
H 1.816 -1.309 -1.049 0.421
```


## B
C23H27ClN4O | ωB97M-V/def2-TZVPD

Kohn-Sham gap: 8.645 eV
E_LUMO: 0.4 eV
SMILES string: C=C(C)CNC(=O)[C@@H](c1cccn2ccnc12)N(CC(C)C)c1ccc(Cl)cc1

Geometry as XYZ:
```
56
Properties=species:S:1:pos:R:3:mulliken_charge:R:1
C 3.425 -1.988 -3.427 -1.137
C 2.191 -1.565 -3.179 0.810
C 1.599 -0.349 -3.838 -0.878
C 1.290 -2.315 -2.231 -0.854
N 0.850 -1.446 -1.152 0.654
C 0.384 -1.939 0.004 -1.041
O 0.246 -3.134 0.231 -0.751
C -0.063 -0.913 1.061 0.848
C 1.019 0.028 1.586 0.309
C 1.271 0.061 2.927 -0.484
C 2.220 0.956 3.501 -0.893
C 2.904 1.811 2.708 -0.325
N 2.672 1.788 1.356 -0.035
C 3.231 2.540 0.346 -0.833
C 2.645 2.097 -0.806 -0.735
N 1.744 1.108 -0.554 -0.067
C 1.760 0.929 0.759 0.009
N -1.310 -0.265 0.678 0.834
C -2.074 0.307 1.781 -1.207
C -2.607 -0.716 2.789 1.211
C -3.339 -1.858 2.094 -1.472
C -3.513 0.009 3.782 -1.702
C -1.410 0.440 -0.555 -0.962
C -1.176 1.808 -0.641 0.442
C -1.304 2.478 -1.848 -1.119
C -1.660 1.763 -2.980 0.386
Cl -1.799 2.590 -4.505 -0.241
C -1.911 0.401 -2.918 -1.070
C -1.794 -0.250 -1.700 0.206
H 3.829 -2.866 -2.937 0.293
H 4.066 -1.471 -4.130 0.296
H 1.349 0.425 -3.107 0.035
H 2.292 0.080 -4.561 0.414
H 0.670 -0.604 -4.353 0.202
H 0.417 -2.691 -2.777 0.331
H 1.800 -3.181 -1.808 0.436
H 1.070 -0.453 -1.196 -0.032
H -0.310 -1.561 1.901 1.043
H 0.731 -0.616 3.577 0.395
H 2.397 0.962 4.566 0.412
H 3.637 2.520 3.061 0.400
H 3.979 3.288 0.539 0.443
H 2.835 2.445 -1.808 0.518
H -1.511 1.083 2.326 0.242
H -2.935 0.808 1.329 0.663
H -1.772 -1.136 3.360 -0.004
H -4.172 -1.468 1.502 0.300
H -2.680 -2.409 1.423 0.279
H -3.746 -2.558 2.826 0.461
H -4.382 0.433 3.272 0.364
H -3.879 -0.677 4.548 0.418
H -2.988 0.824 4.284 0.397
H -0.880 2.355 0.246 0.400
H -1.118 3.540 -1.916 0.437
H -2.202 -0.136 -3.809 0.458
H -1.990 -1.312 -1.625 0.501
```


Short version: A is the most stable of them.


## A
CH4S2 | ωB97M-V/def2-TZVPD

Kohn-Sham gap: 8.369 eV
E_LUMO: -0.4 eV
SMILES string: C=S.S

Geometry as XYZ:
```
7
Properties=species:S:1:pos:R:3:mulliken_charge:R:1
C 2.535 -0.624 0.087 -0.419
S 0.898 -0.592 0.124 -0.144
H 3.116 -0.033 0.766 0.284
H 2.738 -1.343 -0.703 0.284
S -2.510 0.853 0.145 -0.261
H -3.716 1.465 0.343 0.155
H -3.061 0.275 -0.762 0.100
```


## B
CH4S2 | ωB97M-V/def2-TZVPD

Kohn-Sham gap: 8.485 eV
E_LUMO: -0.4 eV
SMILES string: C=S.S

Geometry as XYZ:
```
7
Properties=species:S:1:pos:R:3:mulliken_charge:R:1
C -1.613 -0.230 -0.116 -0.313
S -1.688 1.236 -0.777 -0.162
H -0.724 -0.900 -0.266 0.244
H -2.489 -0.602 0.491 0.242
S 2.366 0.391 -0.318 -0.290
H 2.623 -0.708 0.298 0.137
H 1.525 0.813 0.689 0.141
```


Short version: B is the most stable of them.


## A
C10H12N | ωB97M-V/def2-TZVPD

Total charge: +1
Kohn-Sham gap: 8.668 eV
E_LUMO: -4.7 eV
SMILES string: C=Cc1ccccc1C(C)=[NH2+]

Geometry as XYZ:
```
23
Properties=species:S:1:pos:R:3:mulliken_charge:R:1
C 0.066 2.995 -0.717 -0.712
C 0.092 2.094 0.288 -0.826
C 0.712 0.728 0.202 0.376
C 2.099 0.652 0.327 -0.604
C 2.700 -0.662 0.274 -0.377
C 2.054 -1.798 -0.197 -0.581
C 0.691 -1.765 -0.209 -0.371
C -0.006 -0.562 -0.040 0.367
C -1.447 -0.571 0.112 1.179
C -2.229 -1.790 -0.228 -1.739
N -2.138 0.459 0.528 -0.273
H -0.118 4.041 -0.597 0.324
H 0.270 2.625 -1.712 0.279
H 0.067 2.512 1.284 0.496
H 2.653 1.478 0.506 0.589
H 3.862 -0.539 0.400 0.270
H 2.649 -2.709 -0.574 0.328
H 0.016 -2.544 -0.510 0.372
H -1.850 -2.198 -1.155 0.465
H -3.265 -1.548 -0.405 0.484
H -2.194 -2.332 0.672 0.444
H -1.557 1.133 0.958 0.202
H -3.128 0.302 0.795 0.309
```


## B
C10H12N | ωB97M-V/def2-TZVPD

Total charge: +1
Kohn-Sham gap: 8.042 eV
E_LUMO: -4.3 eV
SMILES string: CC1=C(c2ccccc2)[N@H+]1C

Geometry as XYZ:
```
23
Properties=species:S:1:pos:R:3:mulliken_charge:R:1
C -3.134 -1.530 0.091 -0.994
C -1.904 -0.737 0.295 0.166
C -0.543 -0.244 0.555 0.018
C 0.865 -0.232 0.314 0.610
C 1.588 -1.413 -0.074 -0.289
C 2.917 -1.361 -0.335 -0.589
C 3.607 -0.159 -0.106 -0.388
C 2.919 0.941 0.271 -0.548
C 1.596 0.977 0.387 -0.354
N -1.656 0.735 0.445 0.031
C -1.905 1.686 -0.661 -0.942
H -2.983 -2.466 0.528 0.362
H -3.511 -1.381 -0.976 0.300
H -3.802 -1.057 0.856 0.315
H 1.080 -2.391 -0.118 0.369
H 3.425 -2.195 -0.748 0.438
H 4.658 -0.021 -0.028 0.408
H 3.391 1.966 0.256 0.285
H 0.959 1.793 0.604 0.412
H -1.902 1.144 1.290 0.275
H -1.258 2.538 -0.633 0.353
H -1.575 1.228 -1.594 0.387
H -2.831 2.181 -0.620 0.373
```


Short version: A is the most stable of them.


## A
CH3N3S | ωB97M-V/def2-TZVPD

Kohn-Sham gap: 9.631 eV
E_LUMO: 0.3 eV
SMILES string: [H]/N=N/[H].N=C=S

Geometry as XYZ:
```
8
Properties=species:S:1:pos:R:3:mulliken_charge:R:1
H -0.691 -0.536 -1.992 0.262
N -0.819 -1.057 -1.059 -0.282
N -1.453 -0.285 -0.336 -0.189
H -1.856 -0.615 0.499 0.216
N 1.419 -0.088 1.193 -0.447
C 1.199 0.989 0.639 0.371
S 0.716 2.473 0.378 -0.238
H 1.485 -0.881 0.678 0.307
```


## B
CH3N3S | ωB97M-V/def2-TZVPD

Kohn-Sham gap (alpha / beta): 7.969 / 7.968 eV
E_LUMO (alpha / beta): -0.1 / -0.1 eV
SMILES string: NN=S.C#N

Geometry as XYZ:
```
8
Properties=species:S:1:pos:R:3:mulliken_charge:R:1
N -0.200 -1.012 -0.105 -0.253
N 0.138 -0.631 1.162 -0.085
S 0.809 -1.687 2.138 -0.214
H 0.122 -1.899 -0.412 0.261
H -0.124 -0.129 -0.648 0.361
C 0.005 2.508 0.707 -0.085
N -0.250 1.480 0.262 -0.296
H 0.088 3.406 1.230 0.313
```


Short version: A is the most stable of them.